No. 1
This record from the Open Molecules 2025 dataset describes one molecule with the formula C7H10. The level of theory is ωB97M-V with the def2-TZVPD basis set.

Geometry as XYZ:
```
17
Properties=species:S:1:pos:R:3:forces:R:3:mulliken_charge:R:1
C 0.6008 1.2675 -1.1269 0.06 -0.04 0.02 -1.4047
C -0.6820 0.4652 -0.8600 -0.06 -0.02 -0.11 0.6240
C -0.6283 -1.0202 -1.0150 0.30 0.15 0.15 -0.9075
C 0.4178 -1.6231 -0.1240 -0.14 0.01 0.03 -0.3280
C 0.7663 -0.8845 1.1548 -0.15 0.17 0.06 -0.5108
C -0.0572 0.0884 1.5401 0.12 -0.17 -0.11 -0.2492
C -1.1985 0.4087 0.6092 -0.03 -0.05 0.05 -0.8748
H 0.9036 1.1203 -2.1706 -0.07 0.04 0.16 0.3387
H 0.4265 2.3411 -0.9851 -0.03 -0.20 0.01 0.3668
H 1.4375 0.9717 -0.4886 -0.17 0.03 -0.09 0.3422
H -1.4702 0.8857 -1.4968 0.09 -0.14 0.09 0.3848
H -1.9108 -0.4432 0.6358 -0.03 0.18 0.12 0.3747
H 1.2784 -1.6727 -0.8209 -0.02 0.01 0.03 0.3530
H 0.1765 -2.6734 0.0878 0.09 0.13 -0.08 0.3587
H 1.6448 -1.1796 1.7280 -0.18 0.07 -0.10 0.3516
H 0.0875 0.6629 2.4532 -0.02 -0.17 -0.15 0.3807
H -1.7928 1.2851 0.8790 0.21 -0.01 -0.08 0.4000
```
Positions in Å, forces in eV/Å.

## Properties
**Relative energy (zero: lowest compared OMol25 entry of this formula, charge and spin)**: 92.6 kcal/mol
**F_max**: 0.4 eV/Å

---

No. 2
This record from the Open Molecules 2025 dataset describes C46H56As2CsN8O4S as an isolated structure. The level of theory is ωB97M-V with the def2-TZVPD basis set.

Geometry as XYZ:
```
118
Properties=species:S:1:pos:R:3:forces:R:3:mulliken_charge:R:1
Cs 0.9506 0.5784 0.5594 -1.82 0.05 0.58 1.6629
C 4.6548 -1.7540 1.1558 0.00 -0.01 0.01 -1.3931
As 2.7229 -1.9726 1.3832 0.62 -0.72 0.42 0.6428
C 2.5223 -3.5612 0.2522 -0.01 -0.01 0.10 -0.8569
C 2.6761 -2.8786 3.1379 0.01 0.00 -0.14 0.0660
C 3.8236 -3.1680 3.8702 -0.02 -0.01 0.01 -0.4648
C 3.7381 -3.7433 5.1302 0.12 0.01 -0.01 -0.6562
C 2.5002 -4.0387 5.6727 -0.04 -0.07 0.12 -0.8319
C 1.3502 -3.7486 4.9554 -0.08 0.02 -0.02 -0.2919
C 1.4230 -3.1639 3.6962 -0.14 0.06 -0.01 -0.1317
As -0.2023 -2.6880 2.6795 0.27 -0.05 -0.14 0.6161
C -1.3775 -4.1294 3.2955 -0.10 0.07 0.08 -1.3603
C -0.8297 -1.2402 3.8411 0.00 -0.09 0.02 -1.0559
H 5.1960 -2.6950 1.2703 -0.01 0.03 -0.02 0.4014
H 5.0377 -1.0150 1.8616 -0.02 -0.03 -0.04 0.4223
H 4.7945 -1.3738 0.1434 0.02 0.00 0.02 0.2841
H 3.2859 -4.3002 0.4983 -0.03 0.01 -0.04 0.3571
H 2.6138 -3.2301 -0.7795 0.02 0.00 -0.05 0.0819
H 1.5328 -3.9920 0.4100 0.03 0.01 -0.02 0.3120
H 4.7992 -2.9372 3.4631 0.02 0.00 -0.01 0.3177
H 4.6422 -3.9545 5.6880 0.00 -0.01 0.00 0.3922
H 2.4254 -4.4864 6.6567 0.01 0.01 -0.01 0.3773
H 0.3837 -3.9729 5.3939 0.02 0.00 0.00 0.2446
H -1.5917 -4.0588 4.3624 -0.01 -0.02 -0.01 0.4255
H -0.9041 -5.0885 3.0861 -0.02 0.01 -0.02 0.3933
H -2.3123 -4.0539 2.7379 0.05 -0.02 0.04 0.3680
H -0.8804 -1.5732 4.8784 -0.02 0.04 -0.01 0.5128
H -1.8132 -0.9204 3.4977 -0.02 0.01 0.02 0.4042
H -0.1387 -0.4005 3.7647 0.01 0.01 -0.01 0.0937
C -1.7910 -3.7515 -7.3278 -0.07 0.00 0.06 -0.7631
O -0.5689 -3.6088 -8.0111 0.15 0.11 -0.09 -0.4659
C 0.1236 -2.4410 -7.8202 0.02 -0.11 -0.03 0.8650
C 1.3154 -2.3132 -8.5325 -0.14 0.06 0.14 -0.6188
C 2.0767 -1.1689 -8.3869 -0.07 -0.05 0.05 -0.2112
C 1.6825 -0.1696 -7.5051 0.31 0.28 -0.30 -0.2112
C 0.4883 -0.2825 -6.8255 -0.35 -0.03 0.07 -0.0816
C -0.2974 -1.4144 -6.9802 -0.04 -0.12 -0.05 -0.5120
N 2.4787 1.0314 -7.4618 -0.07 -0.31 -0.20 -0.8423
N 2.8293 1.5306 -6.3828 -0.01 0.26 0.43 -0.2638
C 2.6077 0.9337 -5.1147 0.23 0.09 -0.36 0.0031
C 2.6927 -0.4185 -4.8489 0.03 -0.23 0.15 -0.2463
C 2.5611 -0.9282 -3.5687 0.16 -0.02 0.02 -1.0091
C 2.3641 -0.1091 -2.4369 -0.06 0.30 -0.10 -0.3228
O 2.2497 -0.5518 -1.2587 0.97 -0.68 -1.23 -0.1221
C 2.2746 1.3370 -2.7142 -0.09 0.04 0.05 -0.2036
N 2.0080 2.1675 -1.6650 0.27 -0.14 -0.36 0.0085
C 1.9233 3.4563 -1.8765 0.04 0.02 -0.11 -0.2284
C 2.1105 4.0411 -3.1438 -0.05 0.08 0.19 -0.9612
C 2.3548 3.2318 -4.2102 0.04 -0.01 -0.09 -0.6392
C 2.4318 1.8311 -4.0285 -0.06 0.04 0.09 1.3670
H -2.1973 -4.7146 -7.6280 0.00 0.02 0.02 0.2502
H -2.4964 -2.9598 -7.5999 0.00 -0.03 0.01 0.3375
H -1.6443 -3.7433 -6.2429 -0.02 0.00 -0.01 0.2780
H 1.6219 -3.1109 -9.1936 -0.01 -0.05 -0.03 0.4211
H 2.9957 -1.0430 -8.9438 0.02 0.01 -0.01 0.3704
H 0.1720 0.4977 -6.1420 0.04 -0.04 -0.09 0.3559
H -1.2228 -1.4897 -6.4292 -0.03 0.00 0.01 0.4029
H 2.8873 -1.1157 -5.6532 0.01 0.03 0.01 0.3907
H 2.6555 -1.9920 -3.3969 0.00 -0.06 0.00 0.4336
H 1.7026 4.0808 -1.0166 0.00 0.02 0.04 0.3348
H 2.0504 5.1154 -3.2521 0.00 0.03 -0.01 0.4102
H 2.4950 3.6382 -5.2020 0.00 -0.02 -0.03 0.4762
N -0.8941 2.9999 3.9140 -0.06 -0.05 -0.01 -0.4731
C -0.5014 3.2296 2.5194 0.07 -0.02 0.11 0.6007
O 0.5851 2.5252 2.1691 -0.12 0.92 0.70 -0.9262
C -0.7160 4.6210 2.0188 -0.08 -0.01 -0.11 -0.8432
C -1.6212 3.4840 1.5211 0.12 0.13 0.11 -1.0026
H -0.6430 2.0387 4.1215 -0.03 0.01 0.02 0.1778
H -1.8978 3.0833 4.0376 0.02 0.01 -0.01 0.2571
H 0.0138 4.9996 1.3169 0.04 0.04 -0.02 0.1858
H -1.1501 5.3559 2.6832 -0.05 0.05 0.02 0.1878
H -1.5009 3.1648 0.4925 0.02 -0.02 -0.01 0.3003
H -2.6382 3.4835 1.8938 -0.04 0.02 -0.02 0.2579
N 3.4280 3.1617 1.2591 0.24 -0.14 -0.24 -0.1276
C 3.8548 3.2369 2.5437 0.00 -0.15 0.15 0.2329
S 5.5042 3.3731 2.8597 0.01 0.06 -0.04 -0.4391
N 2.8476 3.1976 3.4283 0.26 -0.13 0.18 0.3194
C 2.9334 3.2589 4.8325 -0.16 0.05 0.01 0.3557
C 1.8887 3.9034 5.4941 0.10 -0.03 0.00 -0.1441
C 1.8680 3.9581 6.8777 -0.02 0.01 -0.08 -0.6362
C 2.8908 3.3771 7.6124 -0.05 0.02 0.09 -0.4013
C 3.9160 2.7203 6.9503 0.06 -0.03 0.06 -0.6651
C 3.9407 2.6457 5.5677 0.02 0.04 0.02 -0.4908
H 4.1300 2.8782 0.5973 -0.13 0.15 -0.14 0.2809
H 2.4542 2.9752 1.0706 -0.13 0.06 0.06 -0.1208
H 1.9023 2.9548 3.0329 -0.14 0.23 -0.07 0.0468
H 1.0851 4.3281 4.9091 -0.03 0.02 0.00 0.2957
H 1.0465 4.4585 7.3741 -0.01 0.01 0.04 0.3746
H 2.8824 3.4281 8.6935 0.01 -0.01 0.03 0.3672
H 4.7100 2.2506 7.5159 0.03 -0.02 0.04 0.3498
H 4.7395 2.1347 5.0553 0.01 -0.02 0.00 0.3737
C -8.1631 0.7234 -0.1171 -0.06 -0.04 0.02 -1.0915
C -7.2473 0.8948 -1.3176 0.03 0.07 -0.09 -0.8213
N -5.9298 0.3014 -1.1110 -0.07 0.00 0.06 0.2414
C -4.8141 1.2085 -0.8884 0.13 0.05 -0.21 -1.0495
C -4.8601 1.9094 0.4565 0.03 0.05 0.08 -0.3125
C -5.8335 -1.0416 -1.2485 0.00 -0.13 -0.01 0.5140
O -6.7876 -1.7293 -1.5884 -0.02 -0.03 -0.02 -0.6549
C -4.5109 -1.6982 -0.9781 0.03 0.02 0.05 0.2340
C -3.9462 -2.5028 -1.9579 -0.02 0.04 0.05 -0.4292
C -2.7399 -3.1199 -1.6916 0.11 -0.05 -0.01 -0.9750
C -2.1526 -2.9360 -0.4473 0.03 0.02 -0.04 0.1521
N -2.7063 -2.2088 0.5184 -0.05 0.05 0.05 -0.0247
C -3.8585 -1.6021 0.2468 -0.02 -0.02 -0.15 -0.4632
H -9.1254 1.2006 -0.3016 -0.05 0.02 -0.03 0.3761
H -7.7288 1.1718 0.7753 0.03 0.02 0.03 0.2796
H -8.3389 -0.3342 0.0747 0.02 0.00 -0.01 0.3117
H -7.0878 1.9535 -1.5344 -0.02 -0.03 0.02 0.4146
H -7.6947 0.4360 -2.2013 0.00 0.00 0.05 0.4173
H -4.8335 1.9550 -1.6917 0.03 -0.03 0.06 0.3464
H -3.8817 0.6575 -1.0121 -0.08 0.04 0.08 0.5298
H -5.7224 2.5722 0.5339 -0.05 0.01 -0.03 0.3818
H -3.9643 2.5110 0.5939 0.00 0.02 -0.03 -0.2282
H -4.9155 1.1957 1.2789 0.02 -0.05 -0.01 0.2801
H -4.4503 -2.6286 -2.9068 -0.01 0.00 -0.02 0.5113
H -2.2469 -3.7319 -2.4333 0.01 -0.02 -0.03 0.4735
H -1.1886 -3.3806 -0.2210 -0.03 -0.01 0.06 0.1127
H -4.2876 -1.0087 1.0458 -0.02 0.02 0.04 0.4442
```
Positions in Å, forces in eV/Å.

## Properties
**Relative energy (zero: lowest compared OMol25 entry of this formula, charge and spin)**: 0.0 kcal/mol
**Total charge**: -1
**F_max**: 1.9 eV/Å

---

No. 3
This record from the Open Molecules 2025 dataset describes a 3-piece molecular cluster, C26H29N4O6S overall. The level of theory is ωB97M-V with the def2-TZVPD basis set.

Geometry as XYZ:
```
66
Properties=species:S:1:pos:R:3:forces:R:3:mulliken_charge:R:1
C -4.2424 2.1869 4.4492 -0.14 -0.41 -0.66 -1.0094
C -2.7164 1.7310 3.9430 -1.10 -1.06 0.86 -0.4151
C -2.9047 0.8777 2.5405 -0.93 0.45 0.17 -0.3035
C -1.9594 1.3900 1.3028 -0.83 1.31 1.08 -0.3859
N -0.9519 0.3787 0.8020 5.93 -0.07 -1.48 0.3375
C 0.5212 0.7181 0.5020 -2.23 -4.09 -0.45 0.3158
C 1.3362 2.1347 0.6493 0.85 0.16 0.11 -0.3890
C 2.3842 2.1124 1.9377 2.77 -0.05 3.88 0.3726
C 2.8764 3.5300 2.6684 1.33 -3.14 1.65 -0.5961
C 3.9159 3.4765 3.9561 -0.89 -3.41 -1.26 -0.3759
C 4.5068 2.0552 4.5678 -2.93 -0.61 -3.71 -0.4179
C 4.0544 0.6484 3.8469 -1.33 3.28 -1.14 0.5049
C 4.5577 -0.8628 4.3319 -0.91 0.29 -1.35 -0.9256
C 3.0144 0.7310 2.5579 0.62 2.64 1.22 -0.4104
N 1.0829 -0.6002 0.0166 -3.59 1.65 1.06 -0.3208
N 0.1140 -1.5914 -0.0206 -0.33 6.58 2.02 -0.3090
N -1.0542 -0.9601 0.4583 0.05 -0.72 -0.16 0.5963
C -2.3019 -1.8106 0.5482 -0.94 0.21 -2.21 -0.5756
S -2.1403 -3.1619 1.8420 2.62 -1.27 8.69 0.8084
O -0.6836 -3.5163 2.2340 -4.41 1.45 -3.02 -0.5311
O -2.8828 -2.8365 3.1902 1.47 -0.33 -5.73 -0.5780
H -4.6303 3.0672 3.7589 0.81 -1.64 1.70 0.2751
H -5.0119 1.2908 4.2785 1.84 1.80 0.37 0.2756
H -4.2878 2.4308 5.5952 0.23 -0.18 -2.40 0.3274
H -2.3439 0.9562 4.7686 -0.45 1.89 -1.87 0.2889
H -1.9781 2.6349 3.8572 -1.46 -1.74 0.14 0.2867
H -2.7833 -0.2536 2.8208 -0.14 2.10 -0.80 0.0441
H -4.0316 1.0711 2.1979 2.48 -0.63 0.63 0.2990
H -2.5840 1.8131 0.4056 1.25 -1.13 1.58 0.2365
H -1.3232 2.3053 1.7295 -1.11 -2.26 -1.16 0.1857
H 2.0153 2.3184 -0.3151 -1.79 -0.85 1.88 0.2537
H 0.6088 3.0770 0.6869 1.41 -2.35 0.07 0.4161
H 2.4933 4.5989 2.3205 0.87 -2.66 0.74 0.2599
H 4.2635 4.4604 4.5148 -0.96 -2.20 -1.53 0.2840
H 5.2173 1.9839 5.4992 -1.58 0.43 -2.09 0.3052
H 4.0242 -1.6303 3.5895 1.19 1.68 1.63 0.2570
H 4.1873 -1.1437 5.4079 0.96 0.83 -2.04 0.2916
H 5.7136 -0.9951 4.1692 -2.33 0.42 0.60 0.2809
H 2.7106 -0.2981 2.0730 0.68 2.30 1.05 0.1360
H -3.2994 -1.2026 0.7168 2.32 -1.10 -0.09 0.3885
H -2.3999 -2.3684 -0.5009 0.27 1.15 2.26 0.2241
H -2.7491 -4.3375 1.3503 0.36 1.34 -0.33 0.2538
C 2.7001 2.9692 -5.5035 -0.05 0.41 0.26 -0.3594
C 2.1745 3.6038 -4.4511 0.21 0.00 -0.33 -0.4645
C 1.3141 2.8972 -3.4818 -0.19 0.26 0.30 0.4534
O 0.8310 3.4777 -2.5195 0.18 -0.32 -0.18 -0.5698
C 1.0584 1.4626 -3.7194 0.15 -0.27 -0.30 -0.1417
C 1.5840 0.8280 -4.7717 -0.32 -0.14 0.47 -0.4175
C 2.4444 1.5346 -5.7411 0.51 -0.46 -0.97 0.3045
O 2.9275 0.9541 -6.7034 -0.43 0.46 0.84 -0.5234
H 3.3327 3.4727 -6.2243 -0.02 -0.04 0.00 0.4180
H 2.3533 4.6556 -4.2626 -0.03 -0.04 0.02 0.4238
H 0.4258 0.9591 -2.9986 -0.02 0.00 -0.01 0.4089
H 1.4052 -0.2238 -4.9603 -0.02 0.02 -0.04 0.4672
C -1.3969 -3.4163 -3.2787 -0.20 -0.32 0.46 -0.1825
C -1.9143 -4.5223 -2.7352 0.22 0.59 0.03 -0.2438
C -2.4638 -5.6041 -3.5761 -0.49 -1.09 0.24 0.2665
O -2.9393 -6.6159 -3.0795 0.39 0.88 -0.27 -0.5303
C -2.4179 -5.4171 -5.0399 0.13 0.28 -0.33 -0.4255
C -1.9005 -4.3111 -5.5833 -0.18 -0.37 0.00 -0.3579
C -1.3510 -3.2293 -4.7425 0.35 0.71 -0.64 0.2448
O -0.8755 -2.2175 -5.2391 -0.28 -0.59 0.49 -0.5078
H -0.9904 -2.6130 -2.6763 0.10 0.03 -0.04 0.4174
H -1.9546 -4.6747 -1.6633 0.03 -0.12 0.00 0.5073
H -2.8244 -6.2204 -5.6422 0.01 0.00 0.06 0.4134
H -1.8603 -4.1586 -6.6552 0.02 0.03 0.05 0.4370
```
Positions in Å, forces in eV/Å.

## Properties
**Total charge**: +1
**F_max**: 9.2 eV/Å

---

Computed frontier orbital gap, in the same sequence as the records: 0.3109 0.2326 0.2150 hartree.
Computed HOMO level, in the same sequence as the records: -7.979 -4.653 -10.872 eV.